Record 1
This record from the Open Molecules 2025 dataset describes C12H44N14NbO10 as an isolated structure in a non-equilibrium geometry. The level of theory is the ωB97M-V functional and the def2-TZVPD basis.

Properties
**E**: -56047.1567 eV
**E_HOMO**: -3.750 eV
**Charge**: -1
**HOMO-LUMO gap**: 6.0 eV

Geometry (Å):
C: 2.274 2.520 0.558
C: 2.513 1.515 -0.548
O: 3.866 1.012 -0.557
C: 1.639 0.271 -0.429
O: 0.273 0.498 -0.172
Nb: -0.942 -0.925 0.265
C: -2.721 0.474 0.567
C: -2.876 1.350 -0.682
O: -2.407 2.696 -0.503
H: 2.137 2.001 1.512
H: 3.115 3.215 0.625
H: 1.362 3.083 0.361
H: 2.354 1.990 -1.522
H: 4.240 1.147 0.317
H: 2.057 -0.266 0.430
H: 1.742 -0.345 -1.328
H: -1.242 -1.389 -1.496
H: 0.483 -2.086 0.297
H: -0.716 -0.981 2.146
H: -2.008 -2.387 0.549
H: -2.556 1.156 1.410
H: -3.634 -0.090 0.778
H: -3.935 1.393 -0.975
H: -2.326 0.970 -1.551
H: -3.142 3.181 -0.108
C: 5.245 -2.186 -2.216
O: 5.925 -3.006 -2.824
N: 4.500 -1.222 -2.815
N: 5.164 -2.178 -0.847
H: 3.986 -0.569 -2.245
H: 4.470 -1.150 -3.821
H: 5.664 -2.884 -0.344
H: 4.568 -1.528 -0.363
C: 1.072 -3.873 -3.314
O: 0.450 -2.841 -3.226
N: 2.442 -3.931 -3.223
N: 0.456 -5.094 -3.509
H: 2.970 -4.777 -3.307
H: 2.931 -3.062 -3.084
H: -0.546 -5.085 -3.527
H: 0.953 -5.961 -3.562
C: 1.267 -5.583 1.868
O: 0.842 -4.504 1.548
N: 2.086 -6.332 1.044
N: 0.983 -6.175 3.084
H: 2.454 -7.230 1.287
H: 2.304 -5.917 0.156
H: 0.386 -5.652 3.698
H: 1.329 -7.072 3.361
C: 4.727 0.310 -6.276
O: 4.098 -0.618 -5.801
N: 4.110 1.389 -6.844
N: 6.094 0.339 -6.269
H: 4.606 2.171 -7.226
H: 3.106 1.393 -6.832
H: 6.559 -0.437 -5.833
H: 6.632 1.101 -6.633
C: -2.733 4.715 3.231
O: -3.232 5.799 2.961
N: -1.886 4.050 2.402
N: -2.996 4.070 4.411
H: -1.506 3.143 2.606
H: -1.693 4.434 1.495
H: -3.602 4.540 5.056
H: -2.571 3.209 4.708
C: -3.481 1.715 7.352
O: -2.577 2.242 6.731
N: -3.314 1.240 8.625
N: -4.730 1.555 6.821
H: -4.042 0.791 9.145
H: -2.400 1.334 9.027
H: -4.864 1.860 5.873
H: -5.482 1.105 7.305
C: -5.929 3.423 -0.880
O: -5.079 3.692 -0.054
N: -5.611 3.160 -2.182
N: -7.261 3.354 -0.562
H: -6.286 2.908 -2.878
H: -4.632 3.160 -2.409
H: -7.504 3.538 0.393
H: -7.973 3.122 -1.226

Mulliken population analysis, charges in e, atoms 1 to 8: number 1, C, carries -1.555; number 2, C, carries 0.429; number 3, O, carries -0.569; number 4, C, carries -0.399; number 5, O, carries -0.294; number 6, Nb, carries -0.580; number 7, C, carries -1.066; number 8, C, carries 0.059



Record 2
This record from the Open Molecules 2025 dataset describes a 9-piece molecular cluster, C12H45BBrN18O11P overall in a non-equilibrium geometry. The level of theory is the ωB97M-V functional and the def2-TZVPD basis.

Properties
**E**: -142532.9654 eV
**E_HOMO**: -9.340 eV
**SMILES**: [H]/N=C(/C)C[PH](Br)(COO)B(N)O.NC(N)=O.NC(N)=O.NC(N)=O.NC(N)=O.NC(N)=O.NC(N)=O.NC(N)=O.NC(N)=O
**HOMO-LUMO gap**: 9.1 eV

Geometry (Å):
H: 0.293 -0.298 -1.813
N: 0.705 0.160 -0.991
C: -0.188 0.899 -0.449
C: 0.224 1.708 0.780
C: -1.592 0.947 -1.105
P: -2.976 1.446 0.046
Br: -3.133 -0.789 0.814
C: -2.776 3.283 -0.444
O: -3.883 4.089 -0.037
O: -3.352 5.276 0.527
B: -4.783 1.314 -0.583
N: -4.994 0.486 -1.802
O: -5.889 1.904 0.009
H: -0.551 1.680 1.564
H: 0.481 2.749 0.507
H: 1.148 1.249 1.178
H: -1.516 1.603 -1.996
H: -1.792 -0.066 -1.497
H: -2.711 1.782 1.394
H: -1.883 3.665 0.103
H: -2.577 3.467 -1.520
H: -4.146 5.742 0.837
H: -5.663 0.986 -2.394
H: -5.516 -0.331 -1.469
H: -5.702 2.247 0.896
N: 3.086 -1.989 -0.409
C: 3.530 -3.078 -1.076
N: 3.166 -3.136 -2.391
O: 4.214 -3.950 -0.547
H: 2.527 -1.264 -0.826
H: 3.338 -1.909 0.563
H: 3.476 -3.932 -2.920
H: 2.609 -2.437 -2.845
N: 7.243 -2.900 -1.763
C: 7.614 -1.781 -2.438
N: 6.583 -0.985 -2.838
O: 8.785 -1.506 -2.670
H: 6.288 -3.142 -1.562
H: 7.975 -3.512 -1.452
H: 6.817 -0.148 -3.339
H: 5.618 -1.193 -2.656
N: -6.080 -1.305 2.332
C: -5.905 -2.080 3.443
N: -7.022 -2.722 3.879
O: -4.825 -2.186 4.005
H: -6.959 -1.204 1.861
H: -5.271 -0.813 1.977
H: -6.933 -3.294 4.697
H: -7.918 -2.642 3.439
N: 4.219 3.912 -2.168
C: 3.119 3.109 -2.078
N: 3.294 1.964 -1.363
O: 2.053 3.398 -2.602
H: 5.102 3.695 -1.746
H: 4.123 4.764 -2.688
H: 2.498 1.352 -1.280
H: 4.158 1.706 -0.921
N: -8.908 4.436 -1.690
C: -9.761 4.456 -0.624
N: -9.250 3.934 0.528
O: -10.891 4.906 -0.696
H: -7.976 4.071 -1.650
H: -9.249 4.813 -2.555
H: -9.848 3.930 1.335
H: -8.323 3.559 0.604
N: 6.631 -2.839 1.776
C: 6.410 -1.542 2.122
N: 7.347 -0.996 2.948
O: 5.443 -0.909 1.724
H: 7.418 -3.372 2.093
H: 5.957 -3.275 1.165
H: 7.215 -0.040 3.223
H: 8.149 -1.493 3.286
N: 11.052 -3.331 -6.454
C: 10.665 -2.070 -6.807
N: 9.910 -1.423 -5.878
O: 10.974 -1.565 -7.875
H: 10.811 -3.763 -5.582
H: 11.611 -3.839 -7.114
H: 9.607 -0.493 -6.102
H: 9.645 -1.820 -4.994
N: -8.495 -2.977 8.358
C: -8.026 -2.107 7.417
N: -6.921 -1.400 7.783
O: -8.555 -1.973 6.325
H: -8.074 -3.103 9.259
H: -9.308 -3.514 8.120
H: -6.545 -0.757 7.110
H: -6.467 -1.495 8.671

Mulliken population analysis, charges in e, atoms 1 to 8: number 1, H, carries 0.124; number 2, N, carries -0.448; number 3, C, carries 0.733; number 4, C, carries -1.299; number 5, C, carries -1.324; number 6, P, carries 0.121; number 7, Br, carries -0.434; number 8, C, carries -0.931



Record 3
This record from the Open Molecules 2025 dataset describes C12H45CaN16O11 as an isolated structure in a non-equilibrium geometry. The level of theory is the ωB97M-V functional and the def2-TZVPD basis.

Properties
**E**: -77976.8515 eV
**E_HOMO**: -10.784 eV
**Relative energy (zero: lowest compared OMol25 entry of this formula, charge and spin)**: 0.0 kcal/mol
**Charge**: +1
**HOMO-LUMO gap**: 7.2 eV

Geometry (Å):
Ca: -26.119 3.697 3.744
C: -27.294 0.621 6.201
C: -27.860 0.892 4.827
O: -27.057 1.531 3.946
H: -26.705 1.422 6.650
H: -26.520 -0.146 6.180
H: -27.921 0.074 6.905
H: -28.854 1.327 4.928
H: -28.131 -0.098 4.460
C: -25.618 -3.710 5.775
O: -25.972 -3.716 4.432
H: -26.012 -2.847 6.311
H: -26.071 -4.611 6.189
H: -24.539 -3.808 5.901
H: -25.352 -3.178 3.935
C: -30.490 -0.348 9.039
O: -30.122 -1.550 9.642
H: -31.368 0.148 9.453
H: -29.666 0.353 9.172
H: -30.752 -0.393 7.982
H: -29.754 -1.366 10.510
C: -26.534 -0.652 0.988
O: -26.882 -1.569 0.251
N: -25.595 -0.650 1.867
N: -27.236 0.436 1.130
H: -24.979 -1.423 2.077
H: -25.621 0.172 2.454
H: -27.115 0.950 1.991
H: -28.159 0.546 0.734
C: -28.231 3.046 9.653
O: -27.674 2.090 10.074
N: -28.406 3.297 8.449
N: -28.789 3.931 10.346
H: -28.765 4.219 8.243
H: -28.247 2.539 7.801
H: -29.214 4.762 9.961
H: -28.784 3.646 11.315
C: -23.085 0.427 6.125
O: -23.226 0.681 7.290
N: -24.012 0.489 5.174
N: -21.938 0.005 5.687
H: -23.807 0.081 4.273
H: -24.891 0.931 5.402
H: -21.181 -0.150 6.338
H: -21.870 -0.227 4.707
C: -29.363 -3.562 6.003
O: -29.508 -4.567 5.350
N: -28.903 -3.500 7.199
N: -29.830 -2.373 5.701
H: -28.858 -2.608 7.670
H: -28.538 -4.364 7.575
H: -30.493 -2.219 4.955
H: -29.609 -1.629 6.348
C: -31.268 -0.767 2.524
O: -31.723 0.013 3.342
N: -31.963 -1.285 1.543
N: -30.031 -1.206 2.482
H: -32.883 -0.885 1.426
H: -31.616 -2.077 1.022
H: -29.420 -0.880 3.217
H: -29.683 -1.782 1.729
C: -25.173 4.109 7.026
O: -25.800 3.720 6.045
N: -23.827 4.138 7.225
N: -25.640 4.382 8.196
H: -23.234 3.959 6.428
H: -23.523 4.476 8.126
H: -25.094 4.601 9.017
H: -26.646 4.296 8.218
C: -28.931 3.616 1.750
O: -27.743 3.704 1.947
N: -29.649 2.706 2.335
N: -29.589 4.557 1.189
H: -29.141 1.934 2.743
H: -30.574 2.605 1.942
H: -29.078 5.425 1.122
H: -30.598 4.566 1.246
C: -28.874 5.208 5.257
O: -27.914 5.104 4.525
N: -29.176 6.297 5.861
N: -29.749 4.220 5.395
H: -29.871 6.318 6.593
H: -28.528 7.069 5.798
H: -30.662 4.417 5.780
H: -29.500 3.327 4.994

Mulliken population analysis, charges in e, atoms 1 to 8: number 1, Ca, carries 1.440; number 2, C, carries -1.833; number 3, C, carries 0.869; number 4, O, carries -0.077; number 5, H, carries 0.574; number 6, H, carries 0.128; number 7, H, carries 0.238; number 8, H, carries 0.064